Below is a 6-piece molecular cluster, C26H64F6N4O14S2 overall at a distorted geometry, with properties calculated with ωB97M-V/def2-TZVPD.

The geometry in XYZ format:
```
116
Properties=species:S:1:pos:R:3:forces:R:3
C 8.342 -6.838 -3.880 1.3 0.1 0.0
O 8.379 -6.408 -5.248 -1.2 0.4 -0.1
C 7.433 -5.355 -5.464 0.3 -0.4 0.1
C 7.466 -5.023 -6.936 -0.2 0.6 -0.6
N 8.801 -4.448 -7.339 0.4 0.5 0.3
H 9.053 -3.580 -6.865 -0.7 0.0 0.7
H 9.540 -5.068 -6.998 0.1 -0.5 -0.4
C 9.034 -4.056 -8.791 1.6 -2.2 0.9
C 10.592 -3.914 -8.925 -1.0 1.7 0.3
O 11.354 -4.980 -8.411 -0.4 0.0 -0.5
C 12.730 -4.885 -8.811 0.5 1.0 -1.1
H 8.669 -5.992 -3.272 -0.3 0.0 0.3
H 9.126 -7.589 -3.790 -0.1 -0.1 0.0
H 7.410 -7.276 -3.529 -0.3 0.3 -0.3
H 7.670 -4.492 -4.834 0.3 0.2 -0.1
H 6.417 -5.620 -5.161 -0.1 -0.4 -0.2
H 6.718 -4.308 -7.279 -0.1 0.2 0.5
H 7.262 -5.895 -7.558 0.5 -0.2 0.1
H 8.503 -3.125 -8.969 0.1 -0.1 -0.3
H 8.669 -4.923 -9.340 -0.1 0.4 -0.5
H 10.817 -2.994 -8.370 0.3 0.1 0.3
H 10.773 -3.568 -9.946 0.3 -0.8 -0.3
H 13.360 -5.700 -8.467 -0.6 -0.2 0.3
H 13.219 -3.943 -8.550 -0.4 0.1 0.9
H 12.810 -4.800 -9.899 -0.3 -0.7 -0.2
C 4.793 -8.479 -8.243 -0.3 -0.5 -0.6
O 5.757 -9.456 -7.927 0.5 -0.4 0.7
C 5.753 -10.560 -8.838 -0.2 0.9 1.1
C 6.645 -11.714 -8.418 0.5 0.8 0.9
N 8.015 -11.254 -7.939 -0.2 0.4 0.3
H 8.563 -12.061 -7.642 -0.1 -0.4 -0.3
H 8.560 -10.834 -8.692 0.1 0.2 0.0
C 8.125 -10.353 -6.718 1.1 0.6 -0.2
C 9.627 -10.168 -6.473 1.2 0.2 -0.3
O 10.352 -9.935 -7.702 -1.3 0.3 -0.7
C 11.631 -9.297 -7.545 -0.7 -0.5 0.5
H 3.785 -8.898 -8.325 -0.1 -0.2 0.2
H 5.004 -8.080 -9.241 0.1 0.5 0.1
H 4.768 -7.735 -7.450 0.3 0.1 -0.1
H 6.084 -10.111 -9.777 -0.5 -0.6 -0.5
H 4.742 -10.965 -8.756 -0.1 -0.1 -1.1
H 6.770 -12.334 -9.304 0.2 -0.3 0.3
H 6.272 -12.282 -7.564 -0.4 -0.2 -0.2
H 7.634 -10.814 -5.863 0.0 -0.2 -0.1
H 7.714 -9.354 -6.825 -0.4 -0.4 -0.7
H 10.062 -11.041 -5.981 0.0 -0.1 0.2
H 9.792 -9.282 -5.859 -0.3 -0.1 0.4
H 11.515 -8.326 -7.056 0.0 -0.2 0.7
H 12.085 -9.015 -8.493 -0.3 -0.7 -0.3
H 12.193 -10.059 -7.008 0.8 0.7 0.2
C 3.082 -4.906 -1.379 0.8 -0.2 0.0
O 1.766 -5.106 -0.915 -0.8 -1.0 0.2
C 0.815 -4.401 -1.653 -0.8 0.5 -0.9
C 0.552 -4.944 -3.106 2.3 0.9 0.7
N 0.583 -6.435 -3.054 -1.0 -0.4 0.6
H 1.513 -6.831 -2.865 0.5 0.2 -0.2
H 0.074 -6.733 -2.221 -0.1 0.2 0.2
C -0.022 -7.168 -4.204 -0.3 0.9 -1.3
C 0.973 -7.171 -5.373 0.5 -0.5 0.1
O 1.306 -5.866 -5.819 -0.5 0.0 0.5
C 2.230 -5.822 -6.894 0.2 -0.5 0.2
H 3.155 -5.097 -2.453 0.1 0.4 -0.1
H 3.763 -5.623 -0.923 -0.4 -0.2 0.2
H 3.485 -3.933 -1.089 -0.3 0.3 -0.3
H 1.125 -3.354 -1.619 -0.3 0.2 -0.7
H -0.205 -4.413 -1.263 0.4 -0.4 1.2
H 1.383 -4.643 -3.740 -0.2 -0.2 -0.3
H -0.365 -4.535 -3.524 -0.1 -0.4 0.1
H -0.959 -6.669 -4.457 0.1 0.3 0.0
H -0.338 -8.162 -3.890 0.6 -0.2 -0.1
H 0.628 -7.756 -6.228 -0.4 -0.2 0.1
H 1.847 -7.680 -4.956 0.2 0.1 -0.4
H 1.861 -6.353 -7.775 -0.3 0.2 -0.1
H 3.174 -6.305 -6.626 0.0 0.1 0.2
H 2.413 -4.773 -7.117 -0.1 0.0 -0.1
C 0.238 -11.677 2.309 -1.7 0.1 -1.2
O 0.665 -11.240 1.013 1.3 0.8 0.4
C 1.363 -12.125 0.194 -0.9 0.0 -1.7
C 1.823 -11.301 -1.057 -0.9 -0.8 2.0
N 0.689 -10.546 -1.690 -0.4 0.5 -1.7
H 0.200 -9.827 -1.162 0.3 -0.6 1.3
H 1.222 -9.937 -2.317 0.0 -0.1 -1.0
C -0.442 -11.262 -2.440 0.0 0.0 0.7
C -0.013 -11.927 -3.706 1.7 -0.2 0.1
O 0.733 -10.931 -4.369 -0.2 -0.1 -0.5
C 1.057 -11.278 -5.718 -0.1 1.8 -0.8
H -0.068 -10.778 2.840 0.7 0.0 0.3
H 0.910 -12.343 2.843 0.2 0.2 -0.1
H -0.728 -12.136 2.074 0.1 -0.7 0.7
H 0.675 -12.903 -0.164 -0.2 -0.1 -0.1
H 2.173 -12.737 0.597 0.4 0.7 0.5
H 2.209 -11.995 -1.799 0.3 0.4 -0.2
H 2.482 -10.489 -0.755 0.5 -0.4 -0.1
H -1.162 -10.500 -2.741 0.0 0.2 0.5
H -0.863 -11.943 -1.702 -0.3 0.0 -0.2
H -0.847 -12.269 -4.322 -0.2 0.0 0.3
H 0.683 -12.751 -3.518 -0.4 -0.3 0.0
H 2.135 -11.268 -5.862 -0.1 -0.7 0.1
H 0.703 -10.430 -6.314 -0.1 0.0 -0.1
H 0.529 -12.129 -6.145 0.3 -0.4 0.5
C 3.744 -13.669 -4.099 1.5 -0.8 -3.1
F 2.605 -14.063 -3.571 -0.4 0.3 1.1
F 3.564 -12.452 -4.672 -0.2 0.1 0.8
F 4.751 -13.608 -3.239 -0.7 0.3 0.6
S 4.202 -14.828 -5.498 3.2 -5.0 -0.6
O 5.576 -14.554 -5.972 -1.1 3.3 -0.7
O 4.457 -16.118 -4.854 -2.3 0.5 1.2
O 3.111 -14.841 -6.459 0.2 1.5 0.7
C 4.762 -9.366 -4.275 0.7 -1.6 0.6
F 4.696 -10.524 -3.618 -0.6 0.2 0.6
F 6.088 -9.187 -4.426 0.2 1.0 -0.4
F 4.254 -9.597 -5.491 -0.4 0.8 0.2
S 4.015 -7.982 -3.253 0.6 -0.5 0.7
O 3.931 -6.933 -4.249 0.1 0.3 0.2
O 2.720 -8.476 -2.784 -1.0 -0.1 -0.6
O 4.889 -7.819 -2.117 0.4 0.2 -1.0
```
Positions in Å, forces in eV/Å.

## Properties
M ... 834.93 g mol⁻¹
Total charge ... +2
Multiplicity ... 1
ΔE to the lowest compared entry with this formula, charge and spin ... 148.8 kJ/mol
Frontier orbital gap ... 0.2245 Eh
F_max ... 5.957 eV/A

Mulliken population analysis, charges in e, atoms 1 to 2: C -0.8145; O -0.1670



Below is a 5-piece molecular cluster, C26H65ClN8O4PS overall at a distorted geometry, with properties calculated with ωB97M-V/def2-TZVPD.

The geometry in XYZ format:
```
106
Properties=species:S:1:pos:R:3:forces:R:3
C -2.731 -6.528 1.438 -0.3 -0.2 0.0
C -3.614 -6.180 2.635 0.1 -0.1 0.0
C -2.910 -5.387 3.734 0.1 -0.2 0.1
C -2.512 -4.010 3.366 -0.5 -0.3 0.4
N -1.928 -3.675 2.250 0.0 0.0 0.1
C -1.731 -2.344 2.294 0.1 0.6 -0.4
N -1.147 -1.616 1.364 0.0 0.2 0.1
C -0.785 -0.215 1.630 0.3 -0.3 0.1
C -0.732 -2.090 0.009 0.2 0.0 -0.6
C -1.233 -1.072 -1.038 0.4 -0.4 0.4
C -1.118 -3.501 -0.392 -0.7 -0.1 0.0
C -2.634 -3.682 -0.596 0.0 0.3 0.1
N -2.235 -1.865 3.475 0.1 0.0 0.2
Cl -2.443 -0.334 4.137 -0.1 0.0 -0.1
N -2.734 -2.956 4.183 0.4 0.0 -0.1
P -3.522 -2.807 5.744 -1.2 0.4 0.1
S -5.336 -2.217 5.724 0.3 -0.1 -0.1
H -2.954 -5.905 0.575 0.2 -0.4 0.4
H -2.899 -7.557 1.138 0.0 -0.1 -0.1
H -1.678 -6.430 1.680 0.2 0.1 0.0
H -4.520 -5.659 2.334 -0.1 0.1 -0.1
H -3.942 -7.099 3.115 -0.1 -0.1 0.0
H -1.999 -5.919 4.016 0.1 0.0 0.1
H -3.545 -5.356 4.611 -0.1 0.0 0.1
H -0.303 -0.127 2.598 0.0 0.0 0.1
H -0.043 0.071 0.899 0.0 0.1 -0.2
H -1.642 0.443 1.570 -0.1 0.2 -0.1
H 0.358 -2.025 -0.002 0.1 -0.1 0.2
H -0.517 -0.266 -1.103 -0.1 0.5 -0.1
H -1.246 -1.559 -2.007 -0.2 0.0 -0.1
H -2.215 -0.696 -0.773 -0.2 0.1 -0.2
H -0.625 -3.688 -1.341 0.3 0.0 0.0
H -0.761 -4.242 0.308 0.3 0.0 0.1
H -2.906 -3.641 -1.644 -0.1 -0.1 -0.2
H -2.982 -4.619 -0.166 0.1 0.5 -0.5
H -3.202 -2.893 -0.102 -0.1 0.1 0.1
H -3.284 -4.098 6.193 0.3 -0.2 0.1
H -2.603 -1.997 6.406 0.3 -0.1 0.0
C 3.070 -8.191 -0.330 0.0 0.0 0.1
C 3.293 -6.923 -1.148 0.0 -0.1 0.0
C 2.310 -5.793 -0.819 0.1 0.1 0.0
O 1.007 -5.964 -1.346 -0.1 0.0 0.0
C 0.144 -6.787 -0.589 0.0 0.0 -0.2
N 3.309 -7.271 -2.568 -0.1 0.2 0.0
H 2.216 -8.760 -0.698 0.0 0.0 0.0
H 3.942 -8.838 -0.404 0.0 0.0 0.0
H 2.904 -7.962 0.725 0.0 0.0 0.0
H 4.286 -6.539 -0.897 0.0 0.0 0.0
H 2.684 -4.871 -1.271 0.0 0.0 0.0
H 2.254 -5.632 0.268 0.0 0.0 0.0
H 0.328 -6.673 0.484 0.0 0.0 0.0
H 0.237 -7.841 -0.860 0.0 0.0 0.1
H -0.877 -6.470 -0.809 0.0 0.0 0.0
H 3.585 -6.466 -3.122 0.1 0.0 0.0
H 2.359 -7.480 -2.862 0.0 -0.1 0.0
C -3.658 5.335 4.299 0.0 0.0 0.0
C -3.325 3.861 4.498 0.1 0.1 0.0
C -4.349 3.098 5.348 0.0 -0.2 -0.1
O -4.266 3.332 6.733 0.0 0.1 0.1
C -4.936 4.490 7.203 0.0 0.0 0.0
N -1.959 3.748 5.018 -0.1 -0.1 0.0
H -3.431 5.918 5.191 0.0 0.0 0.0
H -3.063 5.745 3.486 0.0 0.0 0.0
H -4.712 5.475 4.056 0.0 0.0 0.0
H -3.337 3.384 3.510 0.0 0.0 0.0
H -4.154 2.025 5.227 0.0 0.0 0.0
H -5.369 3.281 4.987 0.0 0.0 0.0
H -5.854 4.670 6.637 0.0 0.0 0.0
H -4.304 5.378 7.153 0.0 0.0 0.0
H -5.196 4.310 8.245 0.0 0.0 0.0
H -1.678 2.772 5.051 0.0 0.0 0.0
H -1.965 4.046 5.990 0.0 0.1 0.0
C 1.695 4.018 -3.653 -0.1 0.0 -0.1
C 1.969 2.518 -3.670 0.1 0.1 0.1
C 0.930 1.687 -2.909 0.0 -0.2 -0.1
O 1.044 1.735 -1.494 -0.1 0.0 0.1
C 0.455 2.872 -0.886 0.1 -0.1 0.1
N 3.337 2.275 -3.210 -0.1 -0.2 0.0
H 1.970 4.471 -2.700 0.0 0.0 0.0
H 2.291 4.519 -4.411 0.1 0.0 0.0
H 0.641 4.230 -3.846 0.0 0.0 0.0
H 1.915 2.184 -4.711 0.0 0.0 0.0
H 1.077 0.634 -3.169 0.0 0.0 0.0
H -0.090 1.959 -3.211 0.0 0.1 0.0
H -0.448 3.183 -1.419 0.0 0.0 0.0
H 1.147 3.714 -0.835 0.0 0.0 -0.1
H 0.185 2.598 0.135 0.0 0.0 0.0
H 3.578 1.296 -3.334 0.0 0.0 -0.1
H 3.375 2.433 -2.208 0.0 0.1 0.0
C 3.517 7.871 -5.761 0.0 0.0 0.0
C 4.648 7.531 -4.796 -0.1 -0.1 -0.1
C 6.048 7.829 -5.346 0.1 0.1 0.1
O 6.517 6.900 -6.300 0.0 -0.1 -0.1
C 6.089 7.115 -7.630 0.1 0.0 0.0
N 4.498 6.140 -4.360 0.1 0.1 0.0
H 3.428 7.123 -6.550 0.0 0.0 0.0
H 2.567 7.896 -5.228 0.0 0.0 0.0
H 3.672 8.845 -6.228 0.0 0.0 0.0
H 4.528 8.164 -3.911 0.0 0.0 0.0
H 6.758 7.775 -4.517 0.0 0.0 0.0
H 6.096 8.847 -5.755 -0.1 0.0 0.0
H 6.006 8.184 -7.851 0.0 0.0 0.0
H 5.129 6.634 -7.838 0.0 0.0 0.0
H 6.840 6.679 -8.287 0.0 0.0 0.0
H 5.174 5.937 -3.629 -0.1 0.0 0.1
H 4.775 5.539 -5.132 -0.1 0.0 0.0
```
Positions in Å, forces in eV/Å.

## Properties
M ... 652.35 g mol⁻¹
Total charge ... +1
Multiplicity ... 1
Frontier orbital gap ... 0.2568 Eh
F_max ... 1.303 eV/A

Mulliken population analysis, charges in e, atoms 1 to 2: C -0.5141; C -0.9419